Entry 1:
This record from the OMol25 dataset describes an isolated molecule of C5H10OS at a distorted geometry. The level of theory is ωB97M-V with the def2-TZVPD basis set.

The geometry in XYZ format:
```
17
Properties=species:S:1:pos:R:3:forces:R:3
C 0.522 1.545 0.359 2.960 -0.307 0.980
C -0.627 0.568 0.442 3.612 -0.597 -3.660
C 0.642 -0.864 -0.383 -2.390 1.908 -0.809
C -1.825 0.997 -0.291 -3.146 0.761 -0.862
C 0.434 -2.271 0.217 0.323 3.720 2.525
O 2.954 0.511 -0.879 -0.203 -0.028 0.188
S 2.020 0.201 0.233 -1.853 0.788 -0.115
H 0.625 2.057 -0.627 -0.306 -0.289 0.842
H 0.810 2.235 1.241 -0.885 -0.931 -1.449
H -0.635 -0.122 1.199 -0.805 -0.660 2.510
H 0.541 -0.715 -1.510 0.287 -0.339 1.497
H -2.579 0.110 -0.388 1.370 1.607 -0.462
H -1.616 1.621 -1.281 -0.315 -1.933 1.833
H -2.460 1.768 0.300 1.149 -1.086 -0.471
H 0.306 -2.033 1.345 0.040 -0.843 -1.557
H 1.309 -2.840 0.151 1.302 -1.117 -0.323
H -0.420 -2.769 -0.128 -1.140 -0.656 -0.664
```
Positions in Å, forces in eV/Å.

Values from the calculation:
Energy relative to the best compared isomer or geometry (same formula, charge and spin), kcal/mol: 92.9
Molar mass, g/mol: 118.2
E_HOMO, eV: -8.17


Entry 2:
This record from the OMol25 dataset describes an isolated molecule of C2H4O4P2 at a distorted geometry. The level of theory is ωB97M-V with the def2-TZVPD basis set.

The geometry in XYZ format:
```
12
Properties=species:S:1:pos:R:3:forces:R:3
C -1.921 0.540 -0.086 -1.447 0.331 -0.764
C 1.379 0.562 -0.212 -0.497 -0.286 0.948
O -3.275 1.045 0.041 0.065 -2.425 0.950
O -2.162 -0.783 -0.423 -1.953 -0.276 1.270
O -1.271 1.228 -1.042 1.258 1.147 -1.889
O -1.082 0.774 0.968 0.352 -0.104 1.655
P -3.860 -0.607 0.091 2.389 1.105 0.582
P -0.068 1.750 0.030 0.204 -1.315 -0.412
H 1.703 0.434 0.901 -0.350 -0.321 -2.016
H 2.173 1.019 -0.752 0.829 1.293 0.029
H 1.323 -0.343 -0.874 -0.909 0.220 1.396
H -3.702 -0.967 1.598 0.058 0.631 -1.748
```
Positions in Å, forces in eV/Å.

Values from the calculation:
Molar mass, g/mol: 154.0
E_HOMO, eV: -9.81


Entry 3:
This record from the OMol25 dataset describes a cluster of 2 separate species, C4H12 in total at a distorted geometry. The level of theory is ωB97M-V with the def2-TZVPD basis set.

The geometry in XYZ format:
```
16
Properties=species:S:1:pos:R:3:forces:R:3
C 1.756 -1.962 1.377 1.157 -0.578 -0.222
C 1.755 -0.499 0.990 -0.181 0.804 -0.315
H 1.562 -2.646 0.546 -0.524 0.266 0.027
H 2.767 -2.270 1.666 -0.036 0.118 0.214
H 1.108 -2.195 2.216 -0.176 0.049 -0.021
H 2.077 -0.281 -0.035 0.013 -0.439 0.063
H 2.409 0.128 1.605 -0.145 -0.276 0.201
H 0.755 -0.075 1.061 -0.116 0.056 0.048
C -2.440 0.832 -1.242 0.224 -0.569 1.323
C -1.141 1.628 -1.151 0.486 0.537 -0.172
H -3.223 1.357 -1.770 -0.094 -0.175 -0.369
H -2.236 -0.167 -1.610 -0.175 -0.022 -0.783
H -2.837 0.567 -0.248 0.036 0.579 -0.105
H -0.329 1.186 -1.730 -0.119 -0.121 -0.053
H -0.746 1.752 -0.146 -0.155 -0.205 0.221
H -1.238 2.647 -1.530 -0.195 -0.025 -0.058
```
Positions in Å, forces in eV/Å.

Values from the calculation:
Energy relative to the best compared isomer or geometry (same formula, charge and spin), kcal/mol: 6.9
Molar mass, g/mol: 60.1
Structure (SMILES): CC.CC
E_HOMO, eV: -11.59


Entry 4:
This record from the OMol25 dataset describes a structure of composition C25H28BiF5O2 at a distorted geometry. The level of theory is ωB97M-V with the def2-TZVPD basis set.

The geometry in XYZ format:
```
61
Properties=species:S:1:pos:R:3:forces:R:3
O 0.272 -0.147 -4.488 -0.234 0.758 -1.777
C 0.059 1.142 -5.162 0.131 0.687 0.685
C -0.048 0.575 -6.552 0.228 -0.455 0.540
H 0.922 1.793 -4.999 -0.220 0.089 0.066
H -0.866 1.635 -4.849 0.217 -0.083 0.196
C 0.108 -0.767 -5.799 0.031 -1.029 -0.837
H 0.785 0.862 -7.188 -0.144 -0.200 -0.192
H -1.019 0.747 -7.011 0.145 -0.122 -0.205
C 1.352 -1.561 -6.160 -0.142 -0.082 0.137
H 2.249 -0.944 -6.048 -0.141 -0.073 -0.023
H 1.295 -1.924 -7.191 -0.010 0.032 0.107
H 1.430 -2.423 -5.488 0.105 0.091 -0.107
C -1.152 -1.617 -5.814 0.077 -0.122 0.230
H -2.017 -1.034 -5.469 0.192 -0.120 -0.091
H -1.013 -2.473 -5.141 -0.134 0.141 -0.104
H -1.362 -1.996 -6.818 0.052 0.054 0.071
Bi 0.150 0.005 2.292 -1.021 0.214 1.240
C -2.549 -1.067 3.652 0.171 0.132 -0.610
C -2.077 0.281 3.714 0.358 0.044 -0.635
C -2.327 0.894 2.424 -0.883 -0.697 -0.107
H -1.782 0.813 4.613 -0.071 -0.152 -0.221
C -2.954 -0.102 1.602 0.183 0.804 0.837
C -3.084 -1.284 2.365 0.045 0.145 0.150
H -3.563 -2.203 2.026 0.277 0.253 0.085
H -2.545 -1.767 4.485 0.090 0.160 -0.320
H -2.202 1.951 2.190 -0.051 -0.290 0.051
H -3.340 0.073 0.601 0.214 -0.136 0.184
C 0.857 -2.540 4.064 0.297 0.012 -0.750
C 0.139 -3.368 3.172 0.275 0.320 0.116
C 0.521 -3.076 1.846 1.090 0.618 0.011
H -0.567 -4.143 3.469 0.121 0.351 -0.116
C 1.524 -2.045 1.884 -0.153 -1.551 0.385
C 1.744 -1.717 3.294 -0.530 -0.422 -0.038
H 2.570 -1.116 3.679 -0.330 -0.187 -0.124
H 0.814 -2.570 5.152 -0.088 0.122 -0.387
H 0.191 -3.589 0.940 -0.029 0.317 0.371
H 2.136 -1.691 1.052 -0.206 -0.143 0.220
O 0.580 0.533 -0.467 -0.613 0.173 -0.629
C -0.324 -0.413 -1.141 -0.024 -0.811 0.532
C -1.170 0.385 -2.131 -0.132 0.264 0.532
H -0.949 -0.923 -0.368 0.410 0.346 -0.425
H 0.288 -1.185 -1.641 -0.136 0.453 0.187
C -0.224 1.551 -2.396 0.557 -0.166 -0.300
H -2.081 0.737 -1.620 0.208 0.019 -0.148
H -1.468 -0.170 -3.024 0.257 0.044 0.313
C 0.302 1.852 -1.019 -0.176 0.028 0.341
H -0.661 2.378 -2.948 -0.099 0.248 0.386
H 0.634 1.186 -2.978 -0.366 0.161 0.373
H -0.486 2.343 -0.427 0.264 -0.012 0.135
H 1.218 2.458 -1.003 -0.236 -0.325 0.101
F 0.140 0.077 5.818 0.472 0.998 -0.367
C 0.849 1.164 5.370 0.016 -0.413 0.139
C 1.027 1.384 4.008 0.495 0.354 -0.172
C 1.875 2.428 3.647 0.022 -0.090 0.510
F 2.165 2.637 2.324 -0.284 -0.068 0.714
C 2.499 3.243 4.597 0.097 0.085 -0.378
F 3.328 4.239 4.211 -0.440 -0.515 0.304
C 2.272 3.009 5.956 0.169 0.294 0.016
F 2.873 3.785 6.883 -0.381 -0.462 -0.574
C 1.438 1.968 6.349 -0.181 -0.247 0.102
F 1.223 1.729 7.660 0.188 0.164 -0.723
```
Positions in Å, forces in eV/Å.

Values from the calculation:
Energy relative to the best compared isomer or geometry (same formula, charge and spin), kcal/mol: 4.1
Molar mass, g/mol: 664.5
E_HOMO, eV: -7.50


Entry 5:
This record from the OMol25 dataset describes a cluster of 3 separate species, C23H55NO10P2S in total at a distorted geometry. The level of theory is ωB97M-V with the def2-TZVPD basis set.

The geometry in XYZ format:
```
92
Properties=species:S:1:pos:R:3:forces:R:3
C -1.069 1.752 -3.358 -0.469 0.338 -0.167
C -0.478 1.751 -4.766 0.005 -0.526 0.112
C 0.971 1.218 -4.857 -0.123 0.590 0.115
O 1.604 1.156 -3.587 0.148 -0.138 -0.203
C 2.056 -0.138 -3.254 -0.490 0.273 0.485
C 2.693 -0.114 -1.848 0.195 -0.217 -0.439
O 2.378 1.080 -1.191 0.078 -0.270 0.057
C 3.347 1.538 -0.269 0.360 0.877 0.530
C 4.659 2.010 -0.931 0.273 -0.722 0.223
C 2.664 2.690 0.446 -0.481 0.175 -0.632
N 2.409 3.794 -0.491 -0.062 0.062 0.009
C 1.082 4.358 -0.347 0.332 0.196 -0.166
S 0.956 5.938 -1.231 -0.183 0.135 0.110
C -0.178 5.523 -2.575 0.269 -0.128 -0.476
C 0.502 4.855 -3.767 0.017 -0.108 -0.035
H -1.321 0.748 -3.017 0.236 -0.041 0.117
H -2.011 2.306 -3.393 -0.062 -0.042 0.044
H -0.443 2.250 -2.621 0.173 -0.171 -0.024
H -0.544 2.749 -5.199 0.056 -0.167 0.040
H -1.099 1.094 -5.378 -0.080 0.156 -0.132
H 0.983 0.243 -5.346 0.086 -0.029 0.001
H 1.545 1.931 -5.454 0.128 -0.217 -0.206
H 1.197 -0.820 -3.214 0.020 -0.068 -0.276
H 2.777 -0.492 -3.997 -0.025 -0.143 0.007
H 3.771 -0.253 -1.963 0.079 0.162 0.164
H 2.315 -0.979 -1.290 0.062 0.036 0.129
H 3.591 0.809 0.512 -0.226 -0.390 -0.260
H 4.829 3.076 -0.804 -0.163 0.077 -0.212
H 5.502 1.496 -0.463 0.046 0.058 0.007
H 4.697 1.725 -1.982 -0.098 0.269 -0.109
H 3.274 3.067 1.268 -0.053 -0.210 0.174
H 1.703 2.303 0.802 0.150 -0.047 0.407
H 2.510 3.480 -1.449 0.042 -0.094 0.033
H 0.282 3.709 -0.728 -0.061 -0.035 0.140
H 0.905 4.568 0.707 -0.056 -0.072 0.027
H -0.984 4.884 -2.215 -0.070 0.150 0.176
H -0.597 6.476 -2.897 -0.167 -0.008 0.105
H 1.236 5.512 -4.231 0.032 0.061 0.069
H 1.017 3.938 -3.470 -0.002 0.013 0.039
H -0.234 4.578 -4.528 0.025 0.168 0.091
C 0.366 2.184 7.563 -0.100 0.115 -0.120
C 0.273 0.884 6.790 0.253 -0.098 0.210
O -0.790 0.882 5.825 0.323 0.684 0.323
P -0.724 1.876 4.575 -3.626 -4.253 -2.363
O 0.425 1.568 3.708 1.444 2.420 1.093
O -1.942 1.222 3.685 -0.171 0.106 0.607
C -1.805 0.980 2.288 0.033 -0.100 -0.143
C -1.546 -0.488 2.007 -0.101 -0.098 0.120
O -1.550 3.135 5.022 1.870 1.080 0.207
C -2.976 3.196 5.208 -0.518 0.513 0.120
C -3.456 2.504 6.461 0.087 -0.281 -0.028
H 0.640 3.016 6.910 0.050 -0.016 0.015
H 1.121 2.104 8.345 0.015 -0.024 -0.015
H -0.590 2.433 8.023 0.009 -0.052 0.049
H 1.218 0.666 6.287 -0.044 0.011 -0.073
H 0.061 0.057 7.466 -0.095 -0.025 -0.064
H -1.012 1.595 1.864 0.067 -0.010 0.086
H -2.744 1.292 1.826 -0.013 0.004 0.034
H -0.767 -0.871 2.666 0.111 0.093 -0.074
H -1.237 -0.634 0.970 -0.021 0.041 0.006
H -2.446 -1.079 2.187 0.001 -0.006 -0.012
H -3.492 2.827 4.326 0.228 -0.205 -0.082
H -3.194 4.262 5.273 0.198 0.030 0.046
H -3.426 1.420 6.360 0.061 0.000 -0.010
H -4.490 2.797 6.647 0.006 0.034 0.000
H -2.852 2.786 7.323 -0.035 0.071 0.001
C -1.766 -2.453 -2.405 -0.098 -0.107 0.065
C -0.895 -3.441 -3.156 -0.048 0.278 -0.167
O -0.443 -4.528 -2.334 -0.350 0.461 0.101
P -1.501 -5.577 -1.769 2.939 -1.887 -0.199
O -2.342 -6.171 -2.803 -1.359 0.836 0.342
O -0.445 -6.679 -1.258 -0.050 0.288 0.207
C -0.635 -8.069 -1.533 0.001 -0.317 -0.063
C 0.263 -8.521 -2.665 0.185 0.114 0.009
O -2.003 -5.016 -0.395 -0.999 0.359 -0.310
C -1.202 -4.913 0.797 -0.123 0.121 0.601
C -0.190 -3.790 0.769 0.179 -0.091 -0.227
H -2.709 -2.903 -2.090 -0.020 0.000 -0.062
H -1.991 -1.600 -3.046 -0.008 -0.008 -0.011
H -1.263 -2.094 -1.507 0.070 0.075 -0.059
H -1.413 -3.840 -4.030 -0.049 -0.079 0.072
H 0.002 -2.935 -3.512 0.112 -0.153 0.068
H -1.680 -8.277 -1.761 -0.023 0.147 -0.068
H -0.387 -8.604 -0.615 0.006 0.057 0.023
H 0.206 -7.822 -3.500 -0.147 -0.045 -0.031
H -0.025 -9.512 -3.015 -0.007 -0.005 0.025
H 1.304 -8.557 -2.340 -0.004 -0.002 -0.004
H -0.731 -5.868 1.018 0.029 -0.072 -0.266
H -1.923 -4.730 1.592 -0.116 0.039 -0.113
H 0.653 -4.022 0.119 -0.032 0.001 -0.049
H 0.195 -3.642 1.779 -0.030 0.014 0.015
H -0.642 -2.860 0.430 -0.032 -0.012 0.097
```
Positions in Å, forces in eV/Å.

Values from the calculation:
Molar mass, g/mol: 599.7
Structure (SMILES): CCCOCCO[C@@H](C)CNCSCC.CCOP(=O)(OCC)OCC.CCOP(=O)(OCC)OCC
E_HOMO, eV: -8.10


Number 1: gap between HOMO and LUMO 8.91 eV. Number 2: gap between HOMO and LUMO 9.85 eV. Number 3: gap between HOMO and LUMO 12.71 eV. Number 4: gap between HOMO and LUMO 6.60 eV. Number 5: gap between HOMO and LUMO 8.76 eV.